Molecular formula: C42H54N13O4STi
Method: DFT, wB97M-V/def2-TZVPD

Positions of all 115 atoms, in Å:
Ti 12.318 11.846 10.819
C 12.782 13.867 6.818
C 12.981 13.029 8.050
N 12.318 13.285 9.177
N 11.386 14.278 9.057
C 10.788 14.570 10.151
N 9.961 15.680 10.073
S 10.866 13.687 11.614
C 13.931 12.006 8.119
C 14.838 11.760 7.032
C 15.726 10.723 7.145
C 15.757 10.014 8.373
C 14.910 10.358 9.414
N 14.023 11.342 9.304
H 12.345 13.351 5.933
H 12.150 14.712 7.063
H 13.730 14.282 6.431
H 10.233 16.291 9.313
H 9.883 16.148 10.976
H 14.730 12.303 6.125
H 16.419 10.479 6.327
H 16.467 9.194 8.503
H 14.930 9.887 10.367
C 9.612 6.404 9.921
C 9.514 7.928 9.724
C 9.050 8.322 8.318
C 8.793 8.650 10.848
C 7.401 8.467 10.948
C 6.705 9.023 12.012
C 7.409 9.779 12.934
C 8.769 9.967 12.852
C 9.484 10.860 13.853
C 8.502 11.801 14.596
C 10.345 10.059 14.845
C 9.473 9.470 11.750
N 10.888 9.788 11.734
C 11.672 8.724 11.846
O 11.389 7.506 11.846
C 13.119 9.074 12.167
C 13.939 8.122 12.740
C 15.211 8.496 13.176
C 15.533 9.843 13.174
C 14.646 10.745 12.627
N 13.494 10.350 12.106
C 14.915 12.233 12.576
O 15.920 12.738 13.109
N 13.965 12.905 11.906
C 13.944 14.274 12.337
C 13.273 14.459 13.541
C 13.092 15.712 14.051
C 13.540 16.821 13.361
C 14.271 16.606 12.216
C 14.553 15.357 11.682
C 15.523 15.341 10.473
C 14.751 15.863 9.215
C 16.152 14.032 10.143
C 12.772 13.251 14.346
C 13.827 12.885 15.402
C 11.425 13.516 15.009
H 10.456 6.035 9.356
H 9.781 6.130 10.981
H 8.722 5.865 9.573
H 10.539 8.284 9.752
H 8.010 8.034 8.108
H 9.127 9.397 8.229
H 9.678 7.885 7.506
H 6.875 7.779 10.296
H 5.645 8.903 12.117
H 6.871 10.250 13.737
H 10.195 11.464 13.274
H 7.828 11.244 15.264
H 9.077 12.439 15.258
H 7.943 12.441 13.929
H 9.719 9.450 15.529
H 11.023 9.368 14.321
H 10.906 10.758 15.437
H 13.623 7.098 12.737
H 15.894 7.764 13.588
H 16.466 10.190 13.605
H 12.554 15.830 15.000
H 13.426 17.820 13.798
H 14.754 17.417 11.714
H 16.272 16.108 10.753
H 15.483 16.075 8.405
H 14.043 15.119 8.904
H 14.196 16.771 9.490
H 15.404 13.370 9.731
H 16.985 14.126 9.418
H 16.581 13.539 11.033
H 12.634 12.471 13.621
H 13.873 13.706 16.124
H 13.555 11.991 15.947
H 14.799 12.734 14.982
H 11.482 14.267 15.821
H 10.654 13.855 14.304
H 11.085 12.594 15.491
N 12.241 9.112 5.138
N 12.316 8.861 6.487
N 12.743 7.710 6.979
C 12.627 7.966 8.269
N 12.161 9.222 8.529
N 11.955 9.764 7.358
H 13.221 9.333 4.876
H 12.014 8.208 4.741
H 12.877 7.279 9.090
N 9.955 12.321 7.409
C 8.755 12.060 8.269
C 9.254 11.815 9.690
O 8.441 12.037 10.595
O 10.502 11.484 9.686
H 9.806 12.521 6.414
H 10.648 11.568 7.534
H 10.344 13.239 7.802
H 8.183 11.205 7.851
H 8.099 12.899 8.122

Forces on atoms 1 to 2 (eV/Å):
Ti -0.420 -0.395 -0.544
C 0.397 0.159 -0.811

## Properties
Multiplicity: 3
Strongest force on any atom (eV Å⁻¹): 1.9
Net charge: -1
E_HOMO (spin up / spin down) (eV): -2.92 / -4.90
Electronic energy (eV): -105946.1145
Energy relative to the best compared isomer or geometry (same formula, charge and spin) (kJ/mol): 0.0
Orbital gap (spin up / spin down) (eV): 4.80 / 6.77
Molar mass (g/mol): 884.91

---

Molecular formula: H4O2
Method: DFT, wB97M-V/def2-TZVPD

Positions of all 6 atoms, in Å:
O -8.183 13.501 24.813
H -7.351 13.688 24.378
H -8.408 14.317 25.261
O -12.663 12.024 27.451
H -12.984 12.838 27.063
H -11.729 12.011 27.244

Forces on atoms 1 to 2 (eV/Å):
O -0.146 -0.191 0.018
H 0.217 -0.003 -0.132

## Properties
Strongest force on any atom (eV Å⁻¹): 0.3
SMILES string: O.O
E_HOMO (eV): -11.53
Electronic energy (eV): -4159.7398
Energy relative to the best compared isomer or geometry (same formula, charge and spin) (kJ/mol): 19.2
Orbital gap (eV): 12.25
Molar mass (g/mol): 36.03